(1)
This record from the Open Molecules 2025 dataset describes the molecule C27H28Cl2N4O5S. The level of theory is ωB97M-V with the def2-TZVPD basis set.

The value obtained for the HOMO-LUMO gap is 9.13 eV. As for the energy above the lowest of the compared OMol25 structures with the same formula, charge and spin: 0.0 kJ/mol. As for the SMILES: NC(=O)[C@H]1CCS[C@@H]2C[C@]3(CCCN3C(=O)Cc3ccc(NC(=O)COc4ccc(Cl)cc4Cl)cc3)C(=O)N12. As for the HOMO energy: -8.62 eV. Its LUMO energy is 0.514 eV. The value obtained for the largest force on an atom is 0.904 eV/Å.

ORCA input file:
```
! wB97M-V def2-TZVPD RIJCOSX def2/J DEFGRID3
* xyz 0 1
N -5.51848 -1.00620 2.61822
C -5.74303 -2.19568 2.04135
O -6.46221 -3.05079 2.51219
C -4.98887 -2.40132 0.71172
C -5.63943 -3.49800 -0.14033
C -6.97629 -3.05934 -0.71633
S -6.78422 -1.63764 -1.84055
C -6.05198 -0.53819 -0.55225
C -5.56938 0.79310 -1.12437
C -4.03687 0.67695 -1.17374
C -3.43464 0.60436 -2.57779
C -3.13473 2.06655 -2.89561
C -2.62184 2.59678 -1.55820
N -3.36295 1.82523 -0.57942
C -3.34854 1.96728 0.75540
O -4.01839 1.23964 1.47952
C -2.47261 3.07011 1.31066
C -1.01277 2.80773 1.04465
C -0.13627 3.85725 0.80179
C 1.20907 3.63133 0.57676
C 1.69961 2.33005 0.58695
N 3.04631 2.02270 0.36501
C 4.07517 2.85264 0.10088
O 4.02713 4.05783 -0.00470
C 5.41636 2.11955 -0.07163
O 5.23820 0.72826 0.06121
C 6.30663 -0.09923 -0.06689
C 7.61304 0.29778 -0.32144
C 8.62643 -0.64007 -0.43350
C 8.34049 -1.98617 -0.29125
Cl 9.59990 -3.15578 -0.43080
C 7.04367 -2.41026 -0.03582
C 6.04083 -1.46852 0.07398
Cl 4.42152 -1.96517 0.39036
C 0.82568 1.27156 0.82639
C -0.51420 1.50865 1.05695
C -3.72242 -0.58064 -0.35352
O -2.61551 -0.97797 -0.07208
N -4.88722 -1.16576 -0.02226
H -5.93928 -0.82486 3.51475
H -4.90448 -0.30313 2.22727
H -3.96161 -2.69467 0.96486
H -5.80390 -4.36567 0.50086
H -4.96378 -3.77425 -0.95229
H -7.42258 -3.85121 -1.31521
H -7.66959 -2.77065 0.07477
H -6.82151 -0.42551 0.21803
H -5.85664 1.60622 -0.45778
H -5.99934 0.97639 -2.10780
H -2.50639 0.03147 -2.53354
H -4.11080 0.13366 -3.28802
H -4.05142 2.58379 -3.18181
H -2.40290 2.18293 -3.69129
H -1.54704 2.41466 -1.45226
H -2.80916 3.66554 -1.43159
H -2.64704 3.10449 2.38991
H -2.76768 4.03243 0.88687
H -0.50699 4.87210 0.78983
H 1.87886 4.45398 0.39194
H 3.27470 1.03627 0.41158
H 5.81150 2.37941 -1.06231
H 6.10653 2.50825 0.68870
H 7.85342 1.34227 -0.43486
H 9.63638 -0.31949 -0.63152
H 6.81841 -3.45840 0.07584
H 1.19865 0.25763 0.83093
H -1.17725 0.67438 1.22967
*
```

Atom charges from the Löwdin analysis, given in e for atoms 1 to 6: atom 1 (N): 0.204, atom 2 (C): -0.504, atom 3 (O): 0.060, atom 4 (C): -0.186, atom 5 (C): -0.184, atom 6 (C): -0.456


(2)
This record from the Open Molecules 2025 dataset describes the ion C22H29N4O3 with charge +1. The level of theory is ωB97M-V with the def2-TZVPD basis set.

The value obtained for the HOMO-LUMO gap is 9.04 eV. As for the SMILES: Nc1n(CCN2CCOCC2)c2ccccc2[n+]1C[C@H](O)COc1ccccc1. As for the HOMO energy: -10.96 eV. Its LUMO energy is -1.923 eV. The value obtained for the largest force on an atom is 0.814 eV/Å.

ORCA input file:
```
! wB97M-V def2-TZVPD RIJCOSX def2/J DEFGRID3
* xyz 1 1
N -1.33109 -0.87080 0.61884
C -1.47532 0.42849 0.44045
N -2.65883 1.08294 0.45998
C -3.94628 0.49408 0.76632
C -4.44778 -0.46047 -0.32792
N -3.78689 -1.75083 -0.21646
C -4.44720 -2.69108 0.67976
C -3.42070 -3.79477 1.02505
O -2.30043 -3.70964 0.17280
C -2.68756 -3.68738 -1.18073
C -3.49925 -2.40485 -1.48657
C -2.41020 2.43502 0.25285
C -3.25606 3.52642 0.16291
C -2.67498 4.76292 -0.05987
C -1.29780 4.90608 -0.18995
C -0.44603 3.81830 -0.10295
C -1.02026 2.57965 0.12099
N -0.46729 1.31080 0.25525
C 0.94432 1.00074 0.28104
C 1.40183 0.16444 -0.93533
O 1.07581 -1.19431 -0.75443
C 2.91532 0.30126 -1.13566
O 3.49666 -0.29450 0.00108
C 4.87249 -0.39716 0.07072
C 5.36518 -1.04426 1.20015
C 6.72655 -1.19920 1.36669
C 7.60580 -0.71311 0.41184
C 7.11188 -0.07027 -0.70728
C 5.74658 0.09315 -0.88646
H -0.44344 -1.28694 0.34538
H -2.17079 -1.46153 0.48508
H -3.86923 -0.04330 1.71630
H -4.65248 1.31455 0.89024
H -5.53834 -0.55634 -0.24473
H -4.22566 -0.02665 -1.30572
H -5.34087 -3.12358 0.20526
H -4.76377 -2.17256 1.58504
H -3.02555 -3.67262 2.03451
H -3.88682 -4.78565 0.94538
H -1.76274 -3.71438 -1.75700
H -3.27790 -4.58181 -1.41806
H -4.42006 -2.65578 -2.03325
H -2.90952 -1.71932 -2.09890
H -4.32539 3.43016 0.25638
H -3.30529 5.63414 -0.13570
H -0.88357 5.88595 -0.36418
H 0.61897 3.94353 -0.21017
H 1.48381 1.94660 0.30113
H 1.18304 0.44897 1.19575
H 0.87496 0.50642 -1.83328
H 1.82648 -1.61052 -0.30281
H 3.20996 -0.23291 -2.04890
H 3.20205 1.35555 -1.23101
H 4.66686 -1.41647 1.93351
H 7.10174 -1.70229 2.24436
H 8.66937 -0.83554 0.54146
H 7.78865 0.31231 -1.45580
H 5.38722 0.59993 -1.76836
*
```

Atom charges from the Löwdin analysis, given in e for atoms 1 to 6: atom 1 (N): 0.263, atom 2 (C): -0.255, atom 3 (N): 0.057, atom 4 (C): -0.073, atom 5 (C): -0.140, atom 6 (N): -0.238


(3)
This record from the Open Molecules 2025 dataset describes a cluster of 2 separate species, CFIN4 in total in a non-equilibrium geometry. The level of theory is ωB97M-V with the def2-TZVPD basis set.

The value obtained for the HOMO-LUMO gap is 7.91 eV. As for the energy above the lowest of the compared OMol25 structures with the same formula, charge and spin: 91.6 kJ/mol. As for the HOMO energy: -11.18 eV. Its LUMO energy is -3.276 eV. The value obtained for the largest force on an atom is 5.844 eV/Å.

ORCA input file:
```
! wB97M-V def2-TZVPD RIJCOSX def2/J DEFGRID3
* xyz 0 1
C -0.36899 -0.20675 0.73241
N -1.03846 0.04595 -0.44483
N 0.98326 -0.41571 0.45556
N -0.22849 -0.05415 -1.34031
N 1.07178 -0.30048 -0.76692
F -0.39157 1.46993 1.49323
I -1.22956 -1.36240 2.19077
*
```

Atom charges from the Löwdin analysis, given in e for atoms 1 to 6: atom 1 (C): -0.936, atom 2 (N): 0.015, atom 3 (N): 0.027, atom 4 (N): 0.060, atom 5 (N): 0.055, atom 6 (F): -0.251


(4)
This record from the Open Molecules 2025 dataset describes a cluster of 2 separate species, C15H18O in total in a non-equilibrium geometry. The level of theory is ωB97M-V with the def2-TZVPD basis set.

The value obtained for the HOMO-LUMO gap is 8.88 eV. As for the energy above the lowest of the compared OMol25 structures with the same formula, charge and spin: 110.1 kJ/mol. As for the SMILES: Cc1ccc(O)cc1.CCc1ccccc1. As for the HOMO energy: -8.08 eV. Its LUMO energy is 0.796 eV. The value obtained for the largest force on an atom is 2.180 eV/Å.

ORCA input file:
```
! wB97M-V def2-TZVPD RIJCOSX def2/J DEFGRID3
* xyz 0 1
C -0.24785 -3.31060 2.66920
C -0.84781 -2.02224 2.17234
C -0.31400 -1.10786 1.28988
C -1.00928 -0.02512 0.76376
C -2.38956 0.03670 0.93194
O -3.09956 1.04487 0.39756
C -2.98291 -0.88659 1.81819
C -2.21822 -1.83115 2.46882
H 0.56858 -3.24485 3.40561
H 0.17049 -3.87247 1.85594
H -1.09321 -3.89656 3.02699
H 0.77627 -1.11447 1.24569
H -0.51297 0.75683 0.16455
H -2.55264 1.75642 0.09817
H -4.05700 -0.87367 1.98740
H -2.72674 -2.43406 3.20992
C 3.52610 1.82019 -0.65343
C 2.43606 0.80760 -0.29111
C 1.24729 0.86429 -1.22855
C 0.80974 -0.14806 -2.08360
C -0.33623 -0.07113 -2.82856
C -1.03238 1.16249 -2.86365
C -0.47340 2.22630 -2.16190
C 0.61712 2.11486 -1.30627
H 3.14162 2.75422 -1.08726
H 4.21932 1.41443 -1.43220
H 4.34492 1.97745 0.03630
H 2.99392 -0.13074 -0.31644
H 2.12164 0.97307 0.75033
H 1.25436 -1.13750 -2.02071
H -0.50447 -0.88807 -3.51471
H -1.90120 1.16370 -3.50182
H -0.88334 3.21140 -2.34808
H 0.95536 2.91032 -0.65430
*
```

Atom charges from the Löwdin analysis, given in e for atoms 1 to 6: atom 1 (C): -0.056, atom 2 (C): -0.277, atom 3 (C): -0.050, atom 4 (C): -0.013, atom 5 (C): -0.317, atom 6 (O): 0.064


(5)
This record from the Open Molecules 2025 dataset describes a structure of composition C36H53FeN2O3PS2. The level of theory is ωB97M-V with the def2-TZVPD basis set.

The value obtained for the HOMO-LUMO gap (alpha / beta) is 7.66 / 7.81 eV. As for the HOMO energy (alpha / beta): -7.30 / -7.52 eV. Its LUMO energy (alpha / beta) is 0.360 / 0.286 eV. The value obtained for the largest force on an atom is 0.542 eV/Å.

ORCA input file:
```
! wB97M-V def2-TZVPD RIJCOSX def2/J DEFGRID3
* xyz 0 5
Fe -0.33808 -0.41952 -0.31399
C 0.58617 -3.82410 1.52715
C 1.41455 -2.55449 1.72412
C 2.86120 -2.90538 2.08842
C 0.83113 -1.63252 2.78014
C 0.56254 -2.13841 4.04628
C 0.11081 -1.31552 5.06350
C -0.08664 0.03094 4.81672
C 0.14698 0.58573 3.56070
C -0.13953 2.06370 3.35333
C -1.54964 2.44109 3.81398
C 0.89582 2.93142 4.07543
C 0.62485 -0.26291 2.54684
N 0.86083 0.22988 1.22797
C 1.74291 1.15148 1.06389
C 2.13320 1.79593 -0.15748
C 3.11758 2.79267 -0.01070
C 3.68538 3.43511 -1.08135
C 3.27969 3.04994 -2.36517
C 2.31932 2.08773 -2.55482
C 1.67273 1.44362 -1.46470
N 0.68330 0.54565 -1.66230
C 0.34050 0.17071 -2.99789
C 0.97016 -0.94889 -3.56576
C 0.57693 -1.36922 -4.83058
C -0.40399 -0.69007 -5.53323
C -1.01162 0.41656 -4.96613
C -0.66233 0.86118 -3.69466
C -1.37171 2.05968 -3.09699
C -1.02211 3.34432 -3.85213
C -2.88654 1.84627 -3.06174
C 2.05051 -1.69693 -2.80913
C 1.52738 -3.03920 -2.29242
C 3.31660 -1.88744 -3.64454
H 0.99130 -4.41275 0.70048
H -0.45385 -3.58919 1.29852
H 0.60805 -4.45479 2.41882
H 1.44827 -2.01565 0.77468
H 2.89747 -3.47567 3.01919
H 3.46264 -2.00436 2.22047
H 3.31292 -3.52669 1.30845
H 0.72572 -3.19145 4.24296
H -0.08234 -1.72258 6.04845
H -0.44143 0.66927 5.61694
H -0.08248 2.27678 2.28539
H -1.68392 2.26710 4.88366
H -2.30296 1.87173 3.27039
H -1.72895 3.50252 3.62917
H 0.83678 2.78138 5.15629
H 0.71519 3.98883 3.87302
H 1.91619 2.69402 3.76807
H 2.28428 1.49038 1.94964
H 3.43645 3.04094 0.99655
H 4.43568 4.20064 -0.93984
H 3.72770 3.51810 -3.23375
H 2.02642 1.81740 -3.56062
H 1.04646 -2.24049 -5.27351
H -0.69872 -1.02674 -6.51953
H -1.78186 0.94257 -5.51869
H -1.02825 2.16769 -2.06813
H -1.34288 3.28331 -4.89549
H 0.05292 3.53249 -3.83889
H -1.52305 4.20220 -3.39719
H -3.30625 1.82522 -4.07098
H -3.36927 2.66018 -2.51542
H -3.14011 0.90691 -2.56824
H 2.32859 -1.09583 -1.94567
H 1.20073 -3.67984 -3.11578
H 0.66892 -2.90604 -1.62742
H 2.30670 -3.57310 -1.74012
H 3.14245 -2.53010 -4.51085
H 4.09840 -2.35571 -3.04075
H 3.69370 -0.92875 -4.00581
C -6.81624 -0.34704 0.06575
C -5.56512 0.38048 -0.36282
O -4.52697 -0.58396 -0.66218
P -3.22961 -0.65142 0.24107
S -2.01447 -2.05059 -0.54919
S -2.28939 1.07329 0.45229
O -3.86139 -1.16119 1.61515
C -3.02066 -1.34129 2.77718
C -3.80817 -0.95797 4.00441
H -7.61649 0.37049 0.25461
H -6.63105 -0.91406 0.97799
H -7.14447 -1.03464 -0.71341
H -5.21633 1.06819 0.40965
H -5.71610 0.95165 -1.27771
H -2.12618 -0.72343 2.68221
H -2.71687 -2.38885 2.80034
H -4.10820 0.08984 3.95254
H -3.18842 -1.09564 4.89203
H -4.70247 -1.57482 4.10165
C 5.06315 -0.16229 -0.51850
O 3.84918 -0.80092 -0.13873
H 5.57164 -0.70417 -1.32068
H 5.74575 -0.05430 0.32912
H 4.80034 0.82781 -0.88434
H 4.03210 -1.72411 0.06437
*
```

Atom charges from the Löwdin analysis, given in e for atoms 1 to 6: atom 1 (Fe): 0.417, atom 2 (C): -0.068, atom 3 (C): -0.378, atom 4 (C): -0.058, atom 5 (C): -0.138, atom 6 (C): -0.036


(6)
This record from the Open Molecules 2025 dataset describes a structure of composition C40H61BeNOP2Si. The level of theory is ωB97M-V with the def2-TZVPD basis set.

The value obtained for the HOMO-LUMO gap is 7.11 eV. As for the energy above the lowest of the compared OMol25 structures with the same formula, charge and spin: 19.6 kJ/mol. As for the HOMO energy: -6.84 eV. Its LUMO energy is 0.271 eV. The value obtained for the largest force on an atom is 0.998 eV/Å.

ORCA input file:
```
! wB97M-V def2-TZVPD RIJCOSX def2/J DEFGRID3
* xyz 0 1
Be -1.60219 1.88616 0.19096
C -0.29536 2.39576 3.78458
Si -0.67851 1.46403 2.15434
C 0.69599 0.09909 2.23360
C 0.51109 -0.91011 3.18753
C 1.40436 -1.95356 3.34955
C 2.52684 -2.01729 2.53914
C 2.74461 -1.03234 1.59303
C 1.86248 0.04427 1.43583
P 2.20075 1.43895 0.27892
C 3.96158 2.06704 0.59312
C 5.12574 1.18689 1.08096
C 5.13237 0.90584 2.58729
C 5.00082 2.19434 3.39303
C 3.74004 2.93522 2.96013
C 3.85273 3.31782 1.48766
C 2.32267 0.62155 -1.41057
C 3.20511 -0.59292 -1.69413
C 2.96920 -1.10078 -3.12267
C 3.20376 -0.00666 -4.16206
C 2.32829 1.20861 -3.85868
C 2.62524 1.71134 -2.44613
C -2.27292 0.47850 2.61668
C -2.88548 0.54037 3.87005
C -4.16469 0.04973 4.09074
C -4.88479 -0.50000 3.04161
C -4.30116 -0.59621 1.78735
C -3.00518 -0.13137 1.57528
P -2.09211 -0.30923 0.01115
C -1.29947 -1.97591 0.34299
C -0.26943 -2.37717 -0.71789
C 0.49788 -3.62800 -0.28709
C -0.46698 -4.77492 0.00328
C -1.47353 -4.36006 1.07409
C -2.26306 -3.13189 0.61464
C -3.28917 -0.47016 -1.40792
C -2.45625 -0.35076 -2.70085
C -3.37654 -0.37204 -3.91824
C -4.09733 -1.73370 -4.03575
C -4.05309 -2.51760 -2.71901
C -4.34623 -1.59526 -1.53719
H -0.01466 1.71223 4.58891
H -1.16120 2.97858 4.10960
H 0.52315 3.10353 3.64650
H -0.38382 -0.87915 3.80242
H 1.22479 -2.71624 4.09826
H 3.24800 -2.81670 2.66280
H 3.64920 -1.08065 1.00516
H 4.22103 2.41831 -0.41275
H 6.05000 1.72798 0.84183
H 5.16053 0.24927 0.52162
H 6.06121 0.39043 2.84751
H 4.30791 0.24934 2.85327
H 5.87376 2.83326 3.21838
H 4.96647 1.96594 4.46084
H 3.58924 3.82597 3.57468
H 2.87316 2.28183 3.09104
H 4.74419 3.94237 1.35220
H 2.98367 3.90541 1.18229
H 1.27641 0.32307 -1.56274
H 2.98181 -1.40833 -1.00737
H 4.25966 -0.32166 -1.57696
H 1.93632 -1.45762 -3.20398
H 3.62753 -1.95066 -3.32030
H 2.99864 -0.38940 -5.16479
H 4.25525 0.29758 -4.13654
H 1.27179 0.92509 -3.93429
H 2.51558 1.99484 -4.59735
H 2.04491 2.60372 -2.20875
H 3.68486 1.98308 -2.39864
H -2.34579 0.98469 4.69885
H -4.60766 0.11147 5.07761
H -5.89227 -0.86564 3.19775
H -4.87581 -1.00729 0.96843
H -0.75341 -1.77427 1.26803
H 0.43049 -1.55426 -0.87184
H -0.77122 -2.58855 -1.66797
H 1.07844 -3.40019 0.61127
H 1.20248 -3.91497 -1.07273
H 0.08389 -5.66425 0.31835
H -1.00770 -5.03128 -0.91494
H -0.94146 -4.12406 2.00125
H -2.16134 -5.18250 1.28493
H -2.99064 -2.84988 1.37673
H -2.80027 -3.39545 -0.30030
H -3.83106 0.47406 -1.30388
H -1.74495 -1.17480 -2.78620
H -1.86847 0.56787 -2.67137
H -2.80391 -0.17312 -4.82660
H -4.10631 0.43694 -3.81881
H -3.63807 -2.33498 -4.82320
H -5.14070 -1.57397 -4.31663
H -3.07190 -2.98378 -2.59143
H -4.78535 -3.32714 -2.74378
H -4.43325 -2.18325 -0.62690
H -5.32070 -1.12822 -1.70937
N -1.21180 3.67573 -3.04619
C -1.45786 3.29075 -1.78714
O -0.84477 2.32968 -1.28476
C -2.49182 3.98657 -0.96971
C -3.08877 2.89971 -0.04693
H -0.52665 3.18261 -3.59596
H -1.73668 4.41429 -3.47620
H -3.20588 4.52492 -1.60099
H -1.96058 4.72283 -0.35637
H -3.92385 2.44079 -0.59142
H -3.56191 3.39002 0.80616
*
```

Atom charges from the Löwdin analysis, given in e for atoms 1 to 6: atom 1 (Be): -0.041, atom 2 (C): -0.225, atom 3 (Si): 0.668, atom 4 (C): -0.305, atom 5 (C): -0.122, atom 6 (C): -0.085